1.
Here is C2H5EuO2 as an isolated structure in a non-equilibrium geometry from the Open Molecules 2025 dataset. Energies are from wB97M-V/def2-TZVPD.

Geometry as ORCA input:
```
! wB97M-V def2-TZVPD RIJCOSX def2/J DEFGRID3
* xyz 0 9
C -0.3698 -0.4584 0.3416
C -0.4936 0.9581 -0.2298
O 0.6627 1.7003 0.0024
Eu 2.5275 0.5887 -0.0044
H -0.4173 -0.4365 1.4437
H -1.2106 -1.0850 0.0020
H -1.3860 1.4280 0.2294
H -0.7067 0.8762 -1.3172
O 0.8587 -1.0454 -0.0976
H 0.5351 -2.5260 -0.3701
*
```

Properties
Molecular weight = 213.0 g/mol
HOMO-LUMO gap (spin up / spin down) = 4.17 / 7.18 eV
LUMO level (spin up / spin down) = -1.1 / -1.3 eV
Calculated total energy = -25574.72321 eV
HOMO energy (spin up / spin down) = -5.28 / -8.47 eV

=====

2.
Here is a 5-piece molecular cluster, C42H75BrClNO9S overall in a non-equilibrium geometry from the Open Molecules 2025 dataset. Energies are from wB97M-V/def2-TZVPD.

Geometry as ORCA input:
```
! wB97M-V def2-TZVPD RIJCOSX def2/J DEFGRID3
* xyz 0 1
C 5.8289 0.5070 1.7798
C 4.9098 -0.0970 0.7107
C 5.2706 0.2802 -0.7713
Br 6.8652 1.4389 -0.9462
C 4.1160 1.0023 -1.4487
C 3.9132 2.3708 -1.3292
C 2.8580 2.9851 -1.9449
C 1.9601 2.2584 -2.7037
Cl 0.6145 3.1131 -3.4308
C 2.1285 0.8961 -2.8443
C 3.2042 0.2979 -2.2063
S 3.3199 -1.4793 -2.4186
C 1.5831 -1.9048 -2.3501
C 1.1087 -3.0228 -1.6923
C -0.2488 -3.2470 -1.6774
C -0.8630 -4.4270 -0.9313
C -1.3769 -4.0278 0.4693
C -2.1874 -2.7156 0.5117
C -1.3240 -1.5182 0.9794
C -2.2456 -0.3022 1.2424
C -2.8409 0.2247 -0.0881
C -3.4722 1.6265 0.0534
C -3.7636 2.1987 -1.3689
C -3.2387 3.6502 -1.5336
C -1.8014 3.5898 -2.0741
O -0.9566 2.6861 -1.3659
C -0.4009 3.2995 -0.2084
C -1.0866 -2.3784 -2.3487
C -0.6266 -1.2603 -3.0074
C 0.7355 -1.0255 -2.9795
N 1.2207 0.1508 -3.6183
H 6.8667 0.1729 1.6881
H 5.4787 0.1440 2.7588
H 5.7574 1.5983 1.8292
H 3.8707 0.2020 0.8924
H 4.9629 -1.1922 0.7620
H 5.5252 -0.6319 -1.3114
H 4.5855 2.9689 -0.7203
H 2.6615 4.0504 -1.8435
H 1.7998 -3.6977 -1.1890
H -0.0441 -5.1488 -0.7871
H -1.6482 -4.8927 -1.5365
H -0.5880 -4.0027 1.2318
H -2.0601 -4.8279 0.7983
H -2.7457 -2.5005 -0.4033
H -2.9441 -2.8374 1.3050
H -0.8902 -1.7741 1.9569
H -0.5548 -1.2764 0.2350
H -3.0850 -0.6222 1.8779
H -1.7113 0.4979 1.7768
H -3.6583 -0.4611 -0.3549
H -2.0504 0.2340 -0.8486
H -2.7586 2.2854 0.5607
H -4.4087 1.5390 0.6186
H -3.2669 1.5739 -2.1253
H -4.8442 2.1228 -1.5520
H -3.3301 4.2039 -0.5925
H -3.8626 4.1327 -2.2982
H -1.8391 3.2467 -3.1186
H -1.2999 4.5734 -2.0918
H -1.0443 4.1340 0.1134
H 0.5777 3.7401 -0.4570
H -0.3109 2.5764 0.6082
H -2.1555 -2.5837 -2.3524
H -1.3286 -0.6045 -3.5185
H 0.4516 0.7248 -3.9398
C 2.7642 -5.9170 5.5084
O 2.0928 -7.1009 5.1138
C 0.6815 -6.9452 5.0658
C 0.1890 -6.7807 3.6431
O 0.6281 -5.5527 3.0782
C 1.7212 -5.7256 2.1926
H 3.8289 -6.0601 5.3279
H 2.4256 -5.0503 4.9353
H 2.6108 -5.7328 6.5768
H 0.3613 -6.1011 5.6840
H 0.2442 -7.8568 5.4850
H -0.9054 -6.7551 3.6517
H 0.5020 -7.6279 3.0256
H 1.3787 -6.1959 1.2637
H 2.5116 -6.3326 2.6400
H 2.1273 -4.7421 1.9564
C 8.1817 0.8541 4.6830
O 7.0800 0.0141 4.9843
C 7.4033 -1.3647 4.8716
C 7.6248 -1.9970 6.2301
O 8.7905 -1.4851 6.8596
C 8.4996 -0.5289 7.8642
H 7.9246 1.8706 4.9787
H 9.0807 0.5503 5.2245
H 8.3797 0.8418 3.6061
H 8.2792 -1.5083 4.2317
H 6.5498 -1.8557 4.3919
H 7.7804 -3.0721 6.0955
H 6.7455 -1.8597 6.8667
H 8.0756 -1.0230 8.7450
H 7.8066 0.2360 7.5055
H 9.4342 -0.0482 8.1499
C -3.6990 7.3877 0.1138
O -4.4063 6.6369 -0.8580
C -5.7890 6.5145 -0.5553
C -6.6270 7.4577 -1.3931
O -6.3827 8.8146 -1.0516
C -5.5410 9.4740 -1.9818
H -2.7078 7.6023 -0.2850
H -4.1986 8.3335 0.3364
H -3.5884 6.8056 1.0354
H -5.9706 6.6805 0.5107
H -6.0784 5.4847 -0.7915
H -7.6845 7.2622 -1.1894
H -6.4507 7.2859 -2.4593
H -6.0837 9.6643 -2.9139
H -4.6409 8.8925 -2.1954
H -5.2462 10.4289 -1.5486
C -4.2303 0.0627 -5.2033
O -3.6803 -1.2445 -5.2045
C -4.5397 -2.1990 -4.5956
C -5.2620 -3.0361 -5.6305
O -6.1874 -2.2579 -6.3758
C -5.7058 -1.9128 -7.6634
H -3.6155 0.6852 -5.8529
H -5.2556 0.0699 -5.5802
H -4.2087 0.4822 -4.1910
H -5.2548 -1.7090 -3.9277
H -3.9085 -2.8585 -3.9909
H -5.8379 -3.8110 -5.1149
H -4.5460 -3.5315 -6.2930
H -5.7102 -2.7918 -8.3167
H -4.6968 -1.4959 -7.6191
H -6.3762 -1.1634 -8.0821
*
```

Properties
Molecular weight = 885.5 g/mol
Structure (SMILES) = CC[C@H](Br)c1ccc(Cl)c2c1Sc1cc(CCCCCCCCCCOC)ccc1N2.COCCOC.COCCOC.COCCOC.COCCOC
HOMO-LUMO gap = 8.21 eV
LUMO level = 0.4 eV
Calculated total energy = -158083.30294 eV
HOMO energy = -7.79 eV

=====

3.
Here is a 11-piece molecular cluster, C44H110BN10O18 overall in a non-equilibrium geometry from the Open Molecules 2025 dataset. Energies are from wB97M-V/def2-TZVPD.

Geometry as ORCA input:
```
! wB97M-V def2-TZVPD RIJCOSX def2/J DEFGRID3
* xyz -1 1
O 2.0815 2.9851 5.0394
C 1.9478 2.4083 3.9299
O 1.5693 1.1687 3.7184
B 1.5817 0.8964 2.1948
O 2.0854 2.1591 1.6059
C 2.3454 3.0288 2.5722
O 2.7471 4.1762 2.4152
O 0.2766 0.5752 1.6902
C 0.2209 -0.6946 1.3062
O -0.7827 -1.2727 0.8877
C 1.6610 -1.3007 1.4382
O 2.3961 -0.3096 1.8756
O 1.9817 -2.4531 1.2264
C -5.0580 6.9179 -6.3304
C -3.7587 6.6176 -7.0471
C -2.5883 6.1975 -6.1285
O -2.7799 5.0166 -5.4106
C -1.6823 4.6851 -4.5647
N -4.1805 5.5468 -7.8916
H -4.7370 7.6482 -5.5877
H -5.4118 6.0558 -5.7649
H -5.8317 7.3898 -6.9361
H -3.5142 7.5131 -7.6184
H -2.2812 7.0214 -5.4844
H -1.6451 6.2235 -6.6743
H -1.4402 5.5398 -3.9329
H -0.7851 4.4129 -5.1205
H -1.9027 3.8286 -3.9276
H -4.6848 4.8473 -7.3657
H -4.8116 5.9336 -8.5787
C 1.7813 -10.0912 -2.6445
C 3.3273 -9.8241 -2.8942
C 3.9780 -10.5641 -4.0377
O 3.7329 -11.9475 -3.7719
C 4.2709 -12.7713 -4.8113
N 3.4847 -8.3682 -3.0914
H 1.4184 -9.4995 -1.8040
H 1.7140 -11.1556 -2.4195
H 1.0562 -9.9205 -3.4402
H 3.8447 -10.0334 -1.9580
H 5.0327 -10.2926 -3.9917
H 3.5097 -10.3478 -4.9979
H 5.3186 -12.5032 -4.9478
H 3.7356 -12.5098 -5.7241
H 4.1782 -13.8240 -4.5441
H 2.8498 -8.1404 -3.8431
H 3.2779 -7.8334 -2.2599
C -4.0235 -1.1416 -7.9858
C -4.5697 -1.3784 -6.5962
C -3.5734 -2.0122 -5.6568
O -3.3338 -3.3680 -6.0251
C -2.5627 -4.1039 -5.1463
N -4.8962 -0.0546 -6.1454
H -3.1642 -0.4779 -8.0821
H -4.8443 -0.9128 -8.6655
H -3.5553 -2.0549 -8.3528
H -5.4480 -2.0019 -6.7636
H -3.9770 -1.9897 -4.6445
H -2.7414 -1.3177 -5.5406
H -3.0247 -4.0143 -4.1631
H -1.5462 -3.7268 -5.0334
H -2.5981 -5.0945 -5.5997
H -4.0522 0.4977 -6.0925
H -5.2398 -0.0948 -5.1965
C 5.9173 -0.6580 7.8291
C 5.3647 -1.9329 8.4417
C 4.1164 -2.4994 7.7041
O 3.6534 -3.6203 8.3896
C 2.4325 -4.0925 7.8543
N 6.4654 -2.8285 8.5018
H 6.4807 -0.0542 8.5407
H 5.0969 -0.0471 7.4524
H 6.5403 -0.9255 6.9757
H 5.0746 -1.8530 9.4893
H 4.3212 -2.7471 6.6626
H 3.3148 -1.7619 7.7436
H 2.5118 -4.2665 6.7812
H 1.6297 -3.4009 8.1095
H 2.2837 -5.1076 8.2226
H 6.9740 -2.7034 9.3654
H 6.2140 -3.7849 8.7070
C 8.0766 5.8448 -2.2210
C 7.1483 4.6624 -2.3403
C 7.5226 3.5092 -1.4354
O 7.0260 2.1971 -1.8547
C 7.3793 1.0543 -1.1275
N 5.7640 5.0535 -2.0380
H 7.7167 6.6354 -2.8795
H 9.0112 5.6115 -2.7311
H 8.2311 6.2027 -1.2031
H 7.2744 4.3358 -3.3725
H 7.0747 3.6353 -0.4497
H 8.5886 3.5121 -1.2082
H 6.8649 1.1948 -0.1769
H 8.4291 0.7619 -1.1502
H 6.8907 0.1529 -1.4974
H 5.3192 4.2227 -1.6745
H 5.6712 5.6282 -1.2127
C -8.2367 -1.3433 0.9269
C -8.1598 -0.6039 -0.4684
C -9.3403 0.3762 -0.7745
O -10.5277 -0.3426 -1.0044
C -11.6510 0.3290 -0.5384
N -6.9579 0.2536 -0.5158
H -8.1977 -0.5885 1.7123
H -7.4145 -1.9791 1.2549
H -9.1217 -1.9566 1.0964
H -8.0330 -1.3232 -1.2775
H -9.1499 1.1207 -1.5475
H -9.4869 0.9774 0.1227
H -11.7828 1.2040 -1.1749
H -11.7721 0.6066 0.5086
H -12.4391 -0.4062 -0.7012
H -6.0800 -0.1208 -0.1851
H -7.0589 0.9512 0.2076
C -3.2662 11.9282 6.2933
C -2.3423 11.6791 5.1120
C -1.1500 10.7247 5.4622
O -0.4310 11.0590 6.6879
C 0.7779 10.3774 6.8283
N -3.1530 11.1544 4.0432
H -3.4995 10.9546 6.7243
H -4.1914 12.4426 6.0334
H -2.8100 12.4426 7.1391
H -1.9139 12.6358 4.8133
H -0.5013 10.5865 4.5972
H -1.5018 9.7159 5.6777
H 0.6424 9.3092 6.9978
H 1.1772 10.7180 7.7836
H 1.6057 10.6786 6.1863
H -3.5422 10.2690 4.3342
H -2.4960 10.8910 3.3228
C -3.9866 -12.0597 2.3821
C -5.2844 -11.3573 2.6556
C -5.1516 -9.7898 2.5749
O -4.0933 -9.1935 3.4259
C -3.8218 -7.8108 3.1924
N -6.2773 -11.8354 1.7507
H -3.2002 -11.9779 3.1325
H -3.6305 -11.7824 1.3899
H -3.9869 -13.1388 2.2283
H -5.5930 -11.6595 3.6564
H -6.1618 -9.4282 2.7666
H -4.8516 -9.4051 1.6001
H -3.4705 -7.6184 2.1787
H -3.0410 -7.5447 3.9049
H -4.6564 -7.1356 3.3811
H -6.4285 -12.8156 1.9413
H -7.1444 -11.3421 1.9084
C 0.5241 10.7399 -2.1491
C -0.5243 11.8776 -2.3074
C -0.6330 12.4561 -3.7601
O -1.6838 13.4215 -3.8252
C -2.1146 13.7108 -5.1539
N -1.8062 11.2456 -1.9351
H 1.4771 11.1974 -2.4146
H 0.4960 9.9024 -2.8461
H 0.4900 10.4005 -1.1138
H -0.2991 12.6627 -1.5857
H -0.8705 11.6096 -4.4043
H 0.3420 12.8762 -4.0071
H -3.0144 14.3034 -4.9885
H -2.4012 12.7885 -5.6591
H -1.3852 14.2893 -5.7209
H -1.7852 10.3556 -2.4120
H -2.5451 11.8550 -2.2557
C 8.4564 -6.2847 2.8390
C 8.0049 -7.7027 3.3277
C 6.5789 -7.9876 2.8378
O 5.9537 -8.9913 3.6633
C 4.7432 -9.4914 3.2565
N 8.9101 -8.5754 2.7452
H 9.4080 -6.0109 3.2948
H 7.8179 -5.4155 2.9964
H 8.6120 -6.1742 1.7659
H 8.1682 -7.6672 4.4048
H 6.5315 -8.1104 1.7558
H 5.9278 -7.1244 2.9764
H 4.7703 -10.0032 2.2945
H 4.0289 -8.6767 3.1374
H 4.4209 -10.1457 4.0665
H 8.4637 -9.4777 2.8267
H 8.9637 -8.4998 1.7395
*
```

Properties
Molecular weight = 1078.2 g/mol
HOMO-LUMO gap = 9.06 eV
LUMO level = 1.7 eV
Calculated total energy = -99841.66894 eV
HOMO energy = -7.39 eV

=====

4.
Here is C2H4LiOYb as an isolated structure in a non-equilibrium geometry from the Open Molecules 2025 dataset. Energies are from wB97M-V/def2-TZVPD.

Geometry as ORCA input:
```
! wB97M-V def2-TZVPD RIJCOSX def2/J DEFGRID3
* xyz 2 2
O -0.2920 -0.1187 -0.4093
Yb 1.8206 -0.7290 0.2372
C -1.0629 0.8552 0.0652
C -2.2262 0.9962 -0.8110
H -2.2273 0.9693 0.5302
H -1.9305 0.8381 -1.8444
H -3.2946 0.8606 -0.6991
Li -0.4365 -1.9542 0.0696
H -0.5087 1.7077 0.4590
*
```

Properties
Molecular weight = 224.0 g/mol
HOMO-LUMO gap (spin up / spin down) = 4.18 / 7.63 eV
LUMO level (spin up / spin down) = -10.6 / -9.8 eV
Calculated total energy = -35897.29028 eV
HOMO energy (spin up / spin down) = -14.74 / -17.42 eV